[1]
ORCA calculation (the ωB97M-V functional and the def2-TZVPD basis) on an isolated molecule of C4H4N2O3 at a distorted geometry.

The geometry in XYZ format:
```
13
C4H4N2O3 the ωB97M-V functional and the def2-TZVPD basis
C -0.58 -1.43 -0.60
C -1.15 0.47 -1.32
C 0.32 -0.65 0.17
C 0.01 0.68 -0.20
N 1.23 -1.09 0.99
N 0.34 1.88 0.38
O -0.08 2.96 -0.02
O 1.13 1.82 1.31
O -1.32 -0.77 -1.48
H -0.63 -2.56 -0.53
H -1.67 1.26 -1.84
H 0.76 -1.99 1.29
H 1.63 -0.58 1.84
```

The gap between HOMO and LUMO is 8.254 eV. Its HOMO energy is -8.63 eV. The SMILES is Nc1cocc1[N+](=O)[O-]. The multiplicity is 1.



[2]
ORCA calculation (the ωB97M-V functional and the def2-TZVPD basis) on an isolated molecule of C4H5NO at a distorted geometry.

The geometry in XYZ format:
```
11
C4H5NO the ωB97M-V functional and the def2-TZVPD basis
O 1.54 -1.85 -0.08
C 1.65 -0.65 -0.06
C 0.52 0.34 0.10
C -0.89 -0.21 -0.12
C -1.96 0.79 -0.01
N -2.84 1.55 0.02
H 2.65 -0.15 0.04
H 0.69 1.27 -0.45
H 0.74 0.58 1.15
H -1.14 -1.04 0.55
H -0.96 -0.63 -1.13
```

The gap between HOMO and LUMO is 11.080 eV. Its HOMO energy is -10.51 eV. The SMILES is N#CCCC=O. The multiplicity is 1.



[3]
ORCA calculation (the ωB97M-V functional and the def2-TZVPD basis) on a 9-piece molecular cluster, C42H111N9O12 overall at a distorted geometry.

The geometry in XYZ format:
```
174
C42H111N9O12 the ωB97M-V functional and the def2-TZVPD basis
C 5.23 5.54 7.58
O 4.39 5.27 6.48
C 3.80 4.00 6.56
C 2.86 3.88 5.37
N 2.08 2.65 5.39
C 1.02 2.67 4.40
C 0.13 1.47 4.56
O -0.42 1.47 5.86
C -1.16 0.30 6.14
H 5.85 6.40 7.35
H 5.93 4.72 7.77
H 4.59 5.76 8.45
H 3.25 3.83 7.49
H 4.57 3.22 6.48
H 3.47 3.92 4.47
H 2.20 4.76 5.37
H 1.63 2.57 6.30
H 1.44 2.67 3.39
H 0.42 3.59 4.49
H 0.70 0.54 4.43
H -0.66 1.50 3.80
H -1.86 0.09 5.33
H -1.74 0.51 7.04
H -0.53 -0.58 6.30
C 1.91 0.32 1.71
O 0.85 -0.56 1.46
C 0.03 -0.21 0.36
C -1.43 -0.50 0.68
N -2.28 0.10 -0.34
C -3.66 -0.39 -0.27
C -4.29 -0.38 -1.65
O -3.47 -1.09 -2.53
C -4.05 -1.36 -3.78
H 1.61 1.38 1.64
H 2.83 0.20 1.12
H 2.13 0.14 2.77
H 0.34 -0.84 -0.48
H 0.15 0.82 0.00
H -1.66 -0.22 1.71
H -1.54 -1.60 0.62
H -1.91 -0.18 -1.24
H -4.17 0.28 0.43
H -3.75 -1.40 0.16
H -4.42 0.67 -1.95
H -5.31 -0.78 -1.59
H -4.15 -0.45 -4.38
H -5.08 -1.73 -3.68
H -3.46 -2.13 -4.28
C -4.85 -6.36 -0.31
O -4.91 -5.17 0.45
C -5.81 -4.18 0.03
C -6.42 -3.54 1.25
N -7.08 -4.45 2.16
C -7.44 -3.81 3.42
C -7.88 -4.84 4.43
O -6.91 -5.82 4.68
C -5.83 -5.37 5.48
H -4.78 -6.14 -1.38
H -5.62 -7.09 -0.03
H -3.91 -6.80 0.02
H -6.58 -4.46 -0.71
H -5.26 -3.38 -0.51
H -7.07 -2.70 0.98
H -5.54 -3.05 1.74
H -6.39 -5.16 2.40
H -8.27 -3.14 3.17
H -6.66 -3.14 3.81
H -8.78 -5.33 4.07
H -8.08 -4.25 5.34
H -5.07 -6.14 5.44
H -6.18 -5.20 6.51
H -5.41 -4.43 5.11
C -1.88 2.18 -3.10
C -1.21 2.55 -4.41
C -0.02 1.65 -4.65
O 0.96 1.90 -3.67
C 2.05 1.02 -3.73
N -2.16 2.40 -5.51
H -1.25 2.45 -2.25
H -2.24 1.16 -3.11
H -2.74 2.84 -2.95
H -0.80 3.57 -4.36
H 0.40 1.86 -5.65
H -0.32 0.59 -4.64
H 2.27 0.69 -4.76
H 1.86 0.13 -3.12
H 2.94 1.52 -3.36
H -1.79 2.85 -6.35
H -3.01 2.92 -5.30
C 3.76 2.80 -1.31
C 4.74 3.89 -1.70
C 4.84 3.95 -3.21
O 5.67 5.02 -3.59
C 5.70 5.17 -4.99
N 4.31 5.16 -1.10
H 3.77 2.61 -0.23
H 3.93 1.84 -1.80
H 2.75 3.10 -1.63
H 5.70 3.65 -1.24
H 3.82 4.06 -3.63
H 5.18 2.99 -3.63
H 6.30 6.03 -5.28
H 4.69 5.29 -5.40
H 6.20 4.30 -5.46
H 3.31 5.28 -1.25
H 4.71 5.89 -1.68
C 3.09 -3.42 0.51
C 4.62 -3.29 0.53
C 5.28 -3.61 -0.80
O 4.82 -2.83 -1.87
C 4.05 -3.50 -2.86
N 5.02 -1.94 0.96
H 2.66 -3.39 1.51
H 2.78 -4.42 0.16
H 2.66 -2.68 -0.15
H 4.97 -4.03 1.26
H 5.35 -4.68 -1.04
H 6.32 -3.30 -0.64
H 3.10 -3.92 -2.52
H 4.69 -4.21 -3.41
H 3.82 -2.73 -3.60
H 4.58 -1.27 0.34
H 4.69 -1.78 1.90
C -6.23 2.74 -3.63
C -5.93 3.88 -4.57
C -6.95 5.01 -4.31
O -6.57 6.23 -4.93
C -6.71 6.24 -6.33
N -4.55 4.37 -4.33
H -6.30 3.09 -2.59
H -5.50 1.94 -3.63
H -7.22 2.31 -3.85
H -6.06 3.55 -5.60
H -6.91 5.17 -3.23
H -7.97 4.74 -4.61
H -7.74 6.49 -6.62
H -6.48 5.28 -6.81
H -6.05 6.98 -6.77
H -4.62 5.37 -4.54
H -4.45 4.36 -3.31
C 0.25 -5.60 -3.20
C 0.23 -5.27 -1.73
C 0.07 -3.76 -1.46
O 0.63 -2.91 -2.47
C -0.31 -1.99 -2.99
N -0.74 -6.06 -1.01
H 0.56 -6.64 -3.30
H 0.96 -4.98 -3.76
H -0.72 -5.53 -3.70
H 1.24 -5.48 -1.36
H 0.53 -3.39 -0.54
H -1.01 -3.55 -1.32
H -1.11 -2.50 -3.54
H 0.25 -1.36 -3.68
H -0.68 -1.31 -2.23
H -0.78 -5.84 -0.03
H -1.68 -6.00 -1.38
C 4.84 -0.62 4.30
C 6.31 -0.49 4.64
C 7.19 -0.49 3.40
O 7.10 0.74 2.74
C 7.56 0.70 1.42
N 6.54 0.67 5.53
H 4.72 -1.58 3.78
H 4.58 0.14 3.55
H 4.14 -0.58 5.12
H 6.68 -1.36 5.20
H 6.88 -1.34 2.77
H 8.23 -0.69 3.68
H 8.66 0.69 1.34
H 7.24 1.61 0.90
H 7.20 -0.15 0.84
H 6.67 1.50 4.96
H 7.36 0.53 6.10
```

The gap between HOMO and LUMO is 9.124 eV. Its HOMO energy is -8.63 eV. The SMILES is COC[C@H](C)N.COC[C@H](C)N.COC[C@H](C)N.COC[C@H](C)N.COC[C@H](C)N.COC[C@H](C)N.COCCNCCOC.COCCNCCOC.COCCNCCOC. The multiplicity is 1.



[4]
ORCA calculation (the ωB97M-V functional and the def2-TZVPD basis) on a 2-piece molecular cluster, C3H2Cl2O2 overall at a distorted geometry.

The geometry in XYZ format:
```
9
C3H2Cl2O2 the ωB97M-V functional and the def2-TZVPD basis
C -2.30 0.40 -0.10
C -1.40 -0.46 -0.36
C 2.02 -0.03 0.13
O -3.14 1.20 0.04
O -0.23 -0.21 -0.82
Cl 2.40 1.58 -0.12
Cl 1.57 -0.45 1.67
H 2.62 -0.58 -0.53
H -1.55 -1.44 0.10
```

The gap between HOMO and LUMO (alpha / beta) is 9.118 / 6.500 eV. Its HOMO energy (alpha / beta) is -9.24 / -7.84 eV. The multiplicity is 1.



[5]
ORCA calculation (the ωB97M-V functional and the def2-TZVPD basis) on an isolated molecule of Br2H2NOP at a distorted geometry.

The geometry in XYZ format:
```
7
Br2H2NOP the ωB97M-V functional and the def2-TZVPD basis
N 0.85 0.76 0.22
O -1.58 -0.66 1.51
P -0.37 -0.23 -0.16
Br -1.47 0.79 -1.89
Br 0.60 -1.99 -1.14
H 0.60 1.40 0.85
H 1.37 -0.06 0.62
```

The gap between HOMO and LUMO is 8.226 eV. Its HOMO energy is -9.80 eV. The SMILES is NP(=O)(Br)Br. The multiplicity is 1.



[6]
ORCA calculation (the ωB97M-V functional and the def2-TZVPD basis) on an isolated molecule of C5H9BO3.

The geometry in XYZ format:
```
18
C5H9BO3 the ωB97M-V functional and the def2-TZVPD basis
C -2.06 -0.86 0.22
B -0.92 -0.72 -0.83
O -1.00 -1.47 -1.99
C 0.37 0.19 -0.63
C 0.36 1.33 0.40
C 1.52 0.98 1.36
O 2.25 -0.10 0.78
C 1.59 -0.65 -0.27
O 1.98 -1.64 -0.80
H -3.03 -0.81 -0.28
H -2.05 -0.16 1.05
H -2.00 -1.88 0.64
H -1.05 -0.97 -2.80
H 0.67 0.60 -1.60
H -0.56 1.41 0.97
H 0.56 2.28 -0.10
H 2.20 1.82 1.53
H 1.16 0.64 2.33
```

The gap between HOMO and LUMO is 10.566 eV. Its HOMO energy is -10.17 eV. The SMILES is CB(O)[C@H]1CCOC1=O. The multiplicity is 1.



Values of ΔE to the lowest compared entry with this formula, charge and spin, in order: 6.057 0.742 0.191 4.861 5.076 0.000, all in eV.